# 1
The following is a DFT calculation (ωB97M-V/def2-TZVPD) of a cluster of 12 separate species, C40H108F10N11O26PS10 in total.

HOMO energy: -12.10 eV
Net charge: +2
HOMO-LUMO gap: 0.254 Ha
Energy relative to the best compared isomer or geometry (same formula, charge and spin): 0.0 kJ/mol
Lowest unoccupied orbital energy: -5.2 eV

XYZ file:
```
206
C40H108F10N11O26PS10, DFT ωB97M-V/def2-TZVPD
C 0.76426 -1.39606 -3.73792
C 0.65733 -0.23536 -2.71642
C -0.53985 -0.28985 -1.83913
O -0.82289 1.03960 -1.43347
C -2.09570 1.09035 -0.78444
N 2.02489 -0.12064 -1.99440
H 2.02530 0.63120 -1.31998
H 2.40890 -0.93886 -1.54369
H 2.64257 0.26367 -2.69502
H -0.19176 -1.51204 -4.24848
H 1.11658 -2.30640 -3.25290
H 1.48645 -1.04642 -4.47569
H 0.71415 0.64589 -3.35538
H -0.37292 -0.88006 -0.93808
H -1.45089 -0.69542 -2.27917
H -2.40222 2.12443 -0.62685
H -2.07684 0.63030 0.20353
H -2.92176 0.62683 -1.32376
C -2.50095 -2.11863 -6.58693
C -1.99677 -1.45497 -7.92948
C -2.03257 -2.44796 -9.06529
O -2.14306 -1.79810 -10.35516
C -2.18358 -2.65696 -11.51483
N -3.08181 -0.36859 -8.26901
H -3.09797 0.40622 -7.62132
H -2.82703 -0.00062 -9.17444
H -4.02618 -0.72111 -8.33218
H -2.60484 -1.40131 -5.77282
H -1.56861 -2.64547 -6.38379
H -3.29308 -2.86575 -6.63630
H -1.04611 -0.92532 -7.86773
H -2.85716 -3.14926 -8.93747
H -1.11188 -3.02060 -8.95339
H -3.06628 -3.29354 -11.57569
H -1.29209 -3.28400 -11.50250
H -2.09926 -1.96868 -12.35583
C -2.45533 -8.36098 -4.29621
C -2.07700 -7.55407 -3.05183
C -1.18730 -6.25030 -3.09808
O -1.21315 -5.76827 -1.75390
C -0.13864 -4.83484 -1.51665
N -3.39653 -7.13190 -2.35621
H -4.18177 -7.03187 -2.98351
H -3.64705 -7.86492 -1.70812
H -3.22858 -6.32306 -1.77512
H -1.48706 -8.46329 -4.78619
H -3.11514 -7.91269 -5.03904
H -2.64025 -9.41575 -4.09285
H -1.72667 -8.30116 -2.33963
H -1.53938 -5.53581 -3.84215
H -0.17352 -6.56689 -3.34328
H -0.54901 -4.03684 -0.89786
H 0.36434 -4.41723 -2.38884
H 0.61471 -5.25015 -0.84726
C 6.28598 -0.35825 -2.65554
C 5.48189 0.07420 -1.40874
C 6.29755 0.33749 -0.06508
O 7.45722 1.23880 -0.35690
C 8.15550 1.59927 0.85883
N 4.78254 1.39704 -1.71343
H 5.47478 2.13137 -1.75415
H 4.31158 1.49665 -2.60133
H 4.13841 1.70965 -1.00105
H 5.56567 -0.74224 -3.37790
H 7.06844 -1.07792 -2.41486
H 6.71469 0.48098 -3.20326
H 4.69324 -0.63461 -1.15633
H 6.57606 -0.61460 0.38663
H 5.65463 0.86786 0.63739
H 8.70935 0.79157 1.33734
H 7.37480 1.94261 1.53760
H 8.75919 2.45758 0.56396
C -3.38021 3.75370 6.46724
C -4.20206 3.57801 5.14177
C -3.33761 3.51296 3.86064
O -2.40204 2.46851 3.92052
C -1.50231 2.45817 2.79621
N -5.06451 2.31166 5.32727
H -5.51595 2.33635 6.23043
H -5.85345 2.27397 4.69779
H -4.50030 1.47611 5.26703
H -2.69742 4.60303 6.49021
H -2.84133 2.85318 6.76179
H -4.08794 3.92503 7.27833
H -5.01978 4.28962 5.02760
H -3.02560 4.54955 3.73325
H -3.95377 3.32126 2.98217
H -1.89478 1.92314 1.93145
H -0.57095 1.93279 3.00752
H -1.20824 3.48901 2.59872
C -0.99747 6.52427 1.32174
C -1.93766 6.65872 0.11422
C -2.86718 5.42730 -0.16957
O -3.62385 5.59761 -1.41239
C -4.39584 4.43103 -1.75894
N -2.83985 7.88923 0.36452
H -3.12798 7.91344 1.33225
H -2.23563 8.69453 0.28374
H -3.66883 7.91158 -0.21201
H -1.52468 6.22051 2.22610
H -0.54263 7.48645 1.55718
H -0.23574 5.76195 1.15824
H -1.41226 7.02936 -0.76594
H -3.48301 5.12459 0.67731
H -2.10755 4.65924 -0.31498
H -4.93822 4.61944 -2.68545
H -5.19588 4.31225 -1.02824
H -3.76004 3.54577 -1.77256
C -2.29938 -2.13820 9.18093
C -0.85383 -2.33676 8.68381
C -0.56900 -1.34651 7.55058
C 0.60695 -1.59313 6.61649
P 0.84032 -0.47249 5.24717
C 2.33157 -0.84889 4.41429
C 3.66592 -0.77376 5.23505
C 4.93882 -1.07284 4.44164
C 5.28868 -0.16317 3.24010
C -0.63774 -0.62642 4.15163
C -1.19971 -2.09921 3.98856
C -0.45261 -2.83753 2.88204
C -0.64305 -2.30279 1.42113
C 0.72454 1.30166 5.91828
C 1.71120 1.58429 7.10432
C 1.18819 2.63375 8.08623
C 1.58780 4.06623 7.69550
H -2.39646 -1.06303 9.33155
H -2.56925 -2.48464 10.17855
H -3.14198 -2.38505 8.53502
H -0.73796 -3.35117 8.30217
H -0.12979 -2.14590 9.47592
H -0.25219 -0.38820 7.96213
H -1.48902 -1.00646 7.07513
H 0.55021 -2.47640 5.98032
H 1.54932 -1.51360 7.15843
H 2.23566 -0.05205 3.67677
H 2.31389 -1.83528 3.95081
H 3.68467 -1.42386 6.10975
H 3.74327 0.24144 5.62426
H 4.77091 -2.02089 3.93066
H 5.80918 -1.30281 5.05620
H 5.73444 0.79995 3.48870
H 4.33398 0.14886 2.81667
H 5.82407 -0.68246 2.44524
H -0.22268 -0.36857 3.17729
H -1.42463 0.02080 4.53894
H -2.24723 -1.99151 3.70714
H -1.22900 -2.73793 4.87133
H -0.87619 -3.83730 2.78654
H 0.61421 -2.87696 3.10215
H -1.64821 -2.60397 1.12611
H 0.08532 -2.65319 0.68984
H -0.72663 -1.21606 1.40980
H -0.31057 1.43979 6.23065
H 0.85712 1.95564 5.05640
H 2.69861 1.90482 6.77208
H 1.75974 0.67962 7.71040
H 1.47243 2.44854 9.12209
H 0.10703 2.56904 8.20871
H 2.65501 4.27402 7.77284
H 1.04319 4.76068 8.33522
H 1.30775 4.28090 6.66420
N -4.39279 -3.87797 -1.90366
S -3.61619 -3.01379 -2.89001
O -2.19530 -2.92343 -2.68533
O -4.19425 -1.94591 -3.66433
F -3.68723 -4.04361 -4.10406
S -4.82592 -2.48663 -1.03392
O -6.07220 -2.01349 -1.47372
O -3.82327 -1.51299 -0.56865
F -5.19724 -3.17746 0.34733
N 3.34393 1.22019 -4.06578
S 3.14385 2.47058 -4.85886
O 1.83231 2.65299 -5.53485
O 4.33870 3.03288 -5.43685
F 2.94169 3.37976 -3.55557
S 3.69206 0.32844 -5.44643
O 5.06752 0.49923 -5.91816
O 2.62356 0.07066 -6.39673
F 3.82807 -1.09918 -4.76193
N -3.11691 1.36560 -6.03466
S -1.97509 1.55244 -5.08314
O -1.86616 2.62448 -4.17191
O -0.72526 0.93490 -5.54107
F -2.44490 0.42303 -4.04105
S -3.18640 3.05796 -6.49128
O -1.96103 3.64633 -7.01798
O -4.11574 3.84600 -5.76217
F -3.85233 2.66391 -7.90624
N 3.11637 -2.40440 -0.68454
S 3.36212 -3.00218 0.64551
O 4.63850 -2.84740 1.30029
O 2.49764 -4.03959 1.18040
F 2.62866 -1.75209 1.30552
S 3.99088 -3.65462 -1.45788
O 3.47156 -4.99548 -1.37538
O 5.41423 -3.50010 -1.59516
F 3.50003 -3.23501 -2.97570
N 2.53674 2.25475 -0.29672
S 1.51931 3.30789 -0.72613
O 2.10946 4.54905 -1.15551
O 0.19779 3.27064 -0.02217
F 1.07558 2.60968 -2.10395
S 2.40615 2.67646 1.37417
O 1.67738 1.77569 2.29116
O 2.45443 4.12165 1.75747
F 3.95432 2.25176 1.56635
```

***

# 2
The following is a DFT calculation (ωB97M-V/def2-TZVPD) of a structure of composition C25H21Cl3MgN3O4S.

HOMO energy: -4.79 eV
Net charge: -1
HOMO-LUMO gap: 0.264 Ha
Lowest unoccupied orbital energy: 2.4 eV

XYZ file:
```
58
C25H21Cl3MgN3O4S, DFT ωB97M-V/def2-TZVPD
Mg -2.15407 -0.13759 0.27016
C 4.24833 1.17860 1.15074
C 3.96728 1.18263 -0.34227
C 5.09031 1.97821 -1.06294
C 3.82954 -0.23440 -0.89958
C 2.64770 1.98050 -0.43919
C 2.67743 3.39536 -0.70787
C 1.52928 4.19065 -0.47673
C 0.31069 3.59995 -0.07740
S -1.27694 4.40796 0.13998
C -1.97861 2.84502 0.02849
N -1.14552 1.77869 0.03492
C 0.23708 2.21729 0.00608
C 1.38010 1.42992 -0.25045
C -3.40063 2.64846 0.31934
C -4.22388 3.80436 0.37712
C -5.57446 3.65614 0.66159
C -6.05890 2.35927 0.86730
C -5.18674 1.27000 0.77130
C -3.82917 1.37630 0.52319
H 5.24088 0.68809 1.38397
H 3.45562 0.63512 1.72015
H 4.20460 2.22333 1.45778
H 5.86664 1.27907 -1.40319
H 5.55617 2.69432 -0.36248
H 4.68165 2.46818 -1.94150
H 4.82049 -0.65954 -0.64647
H 3.51063 -0.27764 -1.93687
H 3.06474 -0.67516 -0.29562
H 3.58975 3.83820 -1.05275
H 1.44525 5.24044 -0.69123
H 1.25942 0.31398 -0.27596
H -3.81838 4.77858 0.24542
H -6.20862 4.53804 0.70854
H -7.14897 2.21093 0.96185
H -5.52538 0.30269 1.08966
O -0.52898 -0.36121 1.62670
N 0.18731 -1.38498 1.52490
N 0.03081 -2.03251 0.36210
O -0.90618 -1.67259 -0.48647
C 0.87491 -3.16768 0.17824
C 0.37112 -4.15087 -0.70561
C 0.86717 -5.46336 -0.63746
C 2.02667 -5.77403 0.14473
C 2.53265 -4.73938 0.98423
C 2.05294 -3.39565 0.87424
H -0.53375 -3.93174 -1.29744
H 0.43008 -6.19533 -1.34615
H 2.59162 -6.69373 0.01749
H 3.20849 -4.99525 1.77215
H 2.59024 -2.57908 1.37868
Cl -3.89259 -4.51231 -0.05986
C -4.73819 -3.09110 -0.78766
Cl -6.35230 -2.82452 -0.13411
Cl -4.71862 -3.28163 -2.48564
C -3.92766 -1.74262 -0.39406
O -3.50380 -1.73339 0.80791
O -3.74526 -0.80300 -1.19202
```

***

# 3
The following is a DFT calculation (ωB97M-V/def2-TZVPD) of a structure of composition C26H21F2MgN5O3S.

HOMO energy: -7.82 eV
HOMO-LUMO gap: 0.263 Ha
Energy relative to the best compared isomer or geometry (same formula, charge and spin): 65.1 kJ/mol
Lowest unoccupied orbital energy: -0.7 eV

XYZ file:
```
59
C26H21F2MgN5O3S, DFT ωB97M-V/def2-TZVPD
Mg 0.45877 1.02999 -0.13105
C -2.85897 2.49498 -2.24746
C -1.43692 2.39713 -1.81076
N -1.04624 2.59449 -0.61715
N -1.85574 2.98715 0.38952
C -1.20903 3.38223 1.54733
N -2.05097 3.63025 2.56579
S 0.43692 3.61197 1.62668
C -0.27906 2.11548 -2.74208
C -0.41541 2.09657 -4.11260
C 0.71703 1.89296 -4.89248
C 1.93851 1.72613 -4.27664
C 1.98703 1.75150 -2.88903
N 0.91010 1.93498 -2.13626
H -3.28456 3.45158 -1.93463
H -2.97997 2.40279 -3.32189
H -3.43671 1.69265 -1.78046
H -2.84805 2.80571 0.36823
H -2.93325 3.14162 2.58303
H -1.58846 3.66555 3.46160
H -1.37948 2.23761 -4.57890
H 0.63437 1.86358 -5.97121
H 2.84114 1.56046 -4.84758
H 2.91759 1.58852 -2.35760
F 0.12060 -2.77141 -4.33785
C 0.68915 -2.32376 -3.19354
C 0.10550 -1.28113 -2.50692
C 0.66793 -0.78567 -1.32181
C 1.84461 -1.43088 -0.86839
C 2.40848 -2.46262 -1.61280
F 3.57834 -3.03361 -1.22226
C 1.85783 -2.93552 -2.78156
C 2.44554 -0.99315 0.42889
C 3.12144 -1.86370 1.28184
C 3.58526 -1.40889 2.49901
C 3.37975 -0.08626 2.86009
C 2.69791 0.72200 1.97937
N 2.23960 0.29523 0.79108
H -0.80722 -0.86339 -2.92842
H 2.31985 -3.73419 -3.34439
H 3.25524 -2.89261 0.98989
H 4.09331 -2.08849 3.17246
H 3.71758 0.30738 3.80829
H 2.48429 1.75356 2.22744
O -1.53270 -2.12957 0.48286
C -1.75116 -2.29595 1.80173
C -2.17228 -3.56359 2.21037
C -2.41865 -3.81973 3.54406
C -2.25358 -2.81851 4.50015
C -1.84739 -1.56251 4.08997
C -1.59160 -1.27366 2.74816
C -1.17824 0.12974 2.38992
O -1.18164 1.00393 3.24667
O -0.77400 0.30431 1.16567
H -1.14941 -1.23506 0.35862
H -2.29132 -4.33098 1.45573
H -2.74063 -4.81026 3.84436
H -2.44145 -3.02113 5.54631
H -1.71956 -0.75578 4.80058
```

***

# 4
The following is a DFT calculation (ωB97M-V/def2-TZVPD) of a cluster of 2 separate species, C3HF3NO4 in total.

HOMO energy (spin up / spin down): -5.56 / -3.85 eV
Net charge: -1
HOMO-LUMO gap (spin up / spin down): 0.333 / 0.192 Ha
Energy relative to the best compared isomer or geometry (same formula, charge and spin): 78.6 kJ/mol
Lowest unoccupied orbital energy (spin up / spin down): 3.5 / 1.4 eV

XYZ file:
```
12
C3HF3NO4, DFT ωB97M-V/def2-TZVPD
C 0.88299 1.34571 -0.82182
C 0.45608 0.33617 0.27630
C 1.09911 0.33618 1.52013
N 0.32912 -2.33660 -1.00884
O 1.72567 1.35350 -1.64245
O -0.01777 2.17813 -0.51858
O -0.68751 -2.96630 -1.19681
O 1.49435 -2.61671 -1.21401
F 0.41224 1.05172 2.55510
F 2.30551 0.82307 1.51042
F 1.28991 -0.93703 2.03013
H -0.52521 0.03496 0.14892
```

***

| no. | molar mass (g/mol) | largest force on an atom (hartree/bohr) |
| --- | --- | --- |
| 1 | 1701.0 | 0.22418 |
| 2 | 590.2 | 0.06382 |
| 3 | 545.9 | 0.01233 |
| 4 | 172.0 | 0.07622 |